--- i ---
C2H4N4O | wB97M-V/def2-TZVPD

```
11
C2H4N4O | OMol25 | wB97M-V/def2-TZVPD
N 2.1782 0.4145 0.0088
C 0.8571 0.0907 -0.0288
N 0.4039 -1.0315 0.4604
N -0.9679 -0.8597 0.3525
C -1.1661 0.3873 -0.2066
O -2.4367 0.7765 -0.1077
N -0.0776 1.0164 -0.4937
H 2.7889 -0.3527 0.2433
H 2.4933 1.0584 -0.6963
H -1.4330 -1.6221 -0.1320
H -2.6401 0.1221 0.6001
```

Output
charge = 0
SMILES = Nc1n[nH]c(O)n1
2S+1 = 1
HOMO = -8.743 eV
E_LUMO = 0.7 eV

***

--- ii ---
C2H4N4O | wB97M-V/def2-TZVPD

```
11
C2H4N4O | OMol25 | wB97M-V/def2-TZVPD
C -1.0624 1.5312 1.3298
C -0.1795 1.9814 0.3461
N -1.8612 1.2056 2.0867
N 0.3378 -0.5753 -0.4584
N 0.8585 -2.5678 -0.8315
N 0.2740 -1.4899 -1.3234
O -0.1506 0.8164 -0.7587
H -0.4678 2.8505 -0.1357
H 0.9086 2.0968 0.6279
H 0.3471 -3.4164 -1.0348
H 0.9955 -2.4323 0.1520
```

Output
charge = 0
SMILES = N#CCO/N=N/N
2S+1 = 1
HOMO = -9.742 eV
E_LUMO = 0.5 eV

***

Which structure is the least stable? The one labeled ii.

***

--- i ---
C2H4N4O | wB97M-V/def2-TZVPD

```
11
C2H4N4O | OMol25 | wB97M-V/def2-TZVPD
N 2.3843 0.4294 -0.1669
C 1.0833 0.7120 -0.2701
N 0.3276 -1.5343 0.0024
N -0.8100 -1.1285 0.1019
C -1.3132 0.2299 0.5492
O -2.4320 0.4105 -0.1765
N 0.0177 1.1914 -0.4087
H 2.5627 -0.5581 -0.0288
H 2.9267 1.0639 0.4045
H -1.6128 -1.7890 0.0508
H -2.8599 1.1780 0.2238
```

Output
charge = 0
2S+1 = 1
HOMO = -7.836 eV
E_LUMO = 0.5 eV

***

--- ii ---
C2H4N4O | wB97M-V/def2-TZVPD

```
11
C2H4N4O | OMol25 | wB97M-V/def2-TZVPD
C 0.2910 1.1797 0.0653
C -1.4592 0.0525 0.1159
H 2.3496 -1.0099 -0.7161
H 2.0862 -0.6399 1.1208
H 0.9968 1.9349 -0.1724
H -2.6075 -1.2730 -0.4763
N 2.0934 -0.3133 0.0424
N 0.5970 -0.0513 -0.1453
N -1.1391 1.3134 0.0156
N -0.4825 -0.8371 0.1134
O -2.7257 -0.3561 0.0368
```

Output
charge = 0
SMILES = Nn1cnc(O)n1
2S+1 = 1
HOMO = -9.623 eV
E_LUMO = 0.5 eV

***

Which structure is the least stable? The one labeled i.

***

--- i ---
C3H12N4 | wB97M-V/def2-TZVPD

```
19
C3H12N4 | OMol25 | wB97M-V/def2-TZVPD
C 0.1397 -0.7965 -0.4906
C -1.6113 -0.5853 1.1871
C 1.5627 1.1369 -0.7686
N 1.4276 -0.1998 -0.2112
N -0.9835 -0.0031 0.0189
N 1.6946 -0.2530 1.1812
N -1.9812 0.3145 -0.9343
H 1.2197 0.5072 1.6764
H 2.6961 -0.1402 1.3121
H -1.5971 0.9757 -1.6018
H -2.3026 -0.5143 -1.4451
H 0.1561 -1.7991 -0.0481
H 0.0647 -0.8923 -1.5803
H -2.1020 -1.5442 0.9631
H -2.3603 0.1147 1.5516
H -0.8532 -0.7448 1.9496
H 0.8340 1.8425 -0.3463
H 2.5712 1.4994 -0.5667
H 1.4250 1.0815 -1.8469
```

Output
charge = 0
SMILES = CN(N)CN(C)N
2S+1 = 1
HOMO = -8.617 eV
E_LUMO = 1.0 eV

***

--- ii ---
C3H12N4 | wB97M-V/def2-TZVPD

```
19
C3H12N4 | OMol25 | wB97M-V/def2-TZVPD
C 1.3380 -0.2153 0.3746
C -1.7572 1.1117 -0.5676
C -1.7136 -1.0755 0.4228
N -0.9700 0.1408 0.1629
N 0.3209 -0.1214 -0.6219
N 2.4970 -0.8679 -0.4492
N 1.6852 1.0508 0.9165
H 0.2316 -0.9963 -1.1386
H 1.1428 -0.9138 1.2020
H 2.5934 -0.5014 -1.3938
H 3.3941 -0.6340 -0.0341
H 1.0663 1.3242 1.6681
H 1.7821 1.7556 0.1941
H -2.6191 1.4029 0.0356
H -1.1426 1.9932 -0.7435
H -2.1206 0.7260 -1.5318
H -2.0564 -1.5646 -0.5038
H -1.0842 -1.7738 0.9751
H -2.5875 -0.8413 1.0328
```

Output
charge = 0
SMILES = CN(C)NC(N)N
2S+1 = 1
HOMO = -8.967 eV
E_LUMO = 1.1 eV

***

Which structure is the least stable? The one labeled i.

***

--- i ---
C5H11NO2 | wB97M-V/def2-TZVPD

```
19
C5H11NO2 | OMol25 | wB97M-V/def2-TZVPD
C 0.2256 -0.5614 1.6670
C -0.3440 -0.1832 0.3432
C 0.3846 0.4269 -0.6640
N -0.5209 0.8595 -1.5889
C -1.7860 0.4345 -1.2695
C -1.7006 -0.1854 -0.0448
H -0.2634 -1.3005 2.2976
H 1.2644 -0.9014 1.6341
H 0.2615 0.3325 2.2978
H 1.4483 0.5169 -0.6176
H -0.3389 1.2074 -2.5159
H -2.5699 0.8594 -1.8580
H -2.5271 -0.5932 0.4882
H 0.9920 2.6867 0.6863
H 2.0932 3.1621 -0.1734
O 1.9566 2.7589 0.6987
H 0.8777 -2.5486 -0.7566
H -0.1274 -3.6979 -0.4669
O 0.6744 -3.2732 -0.1574
```

Output
charge = 0
SMILES = Cc1cc[nH]c1.O.O
2S+1 = 1
HOMO = -8.279 eV
E_LUMO = 0.6 eV

***

--- ii ---
C5H11NO2 | wB97M-V/def2-TZVPD

```
19
C5H11NO2 | OMol25 | wB97M-V/def2-TZVPD
C -1.0397 1.1743 1.8632
N 0.3260 0.5790 1.6185
C 1.2021 0.5720 -2.2034
C 0.7677 1.1789 -0.8252
C 0.5694 0.1017 0.2329
C -0.4509 -0.9500 -0.0674
O 0.1679 -1.9875 -0.6823
O -1.6304 -0.9711 0.2210
H -1.9855 0.7081 1.4353
H -0.9979 2.2749 1.7670
H -1.2008 0.9310 2.9123
H 1.0344 1.0630 1.9900
H 0.7280 1.1693 -2.9420
H 1.1780 -0.4989 -2.2811
H 2.2294 0.6760 -2.2107
H 1.2224 2.0955 -0.3831
H -0.1338 1.6240 -1.0882
H 1.5676 -0.4360 0.3205
H -0.5148 -2.4526 -1.1591
```

Output
charge = 0
SMILES = CC[C@@H](NC)C(=O)O
2S+1 = 1
HOMO = -8.652 eV
E_LUMO = 0.8 eV

***

Which structure is the least stable? The one labeled ii.

***

--- i ---
C5H11NO2 | wB97M-V/def2-TZVPD

```
19
C5H11NO2 | OMol25 | wB97M-V/def2-TZVPD
C -1.6713 -0.4655 -0.3885
C 0.9813 0.4164 0.8749
C 0.5881 -1.7292 -0.7430
C 0.8432 1.9066 0.9606
N -1.2699 0.0178 0.8234
C 0.0146 -0.3271 -0.7622
O -2.3670 0.3712 -1.2212
O 0.1956 0.5421 -1.6136
H -1.6935 0.8675 -1.7306
H -1.0827 -0.7632 1.4528
H -2.0048 -1.5014 -0.4664
H 0.9128 -0.1185 1.8191
H 1.8879 0.1199 0.3476
H 1.6731 -1.6733 -0.8388
H 0.3350 -2.2623 0.1712
H 0.1860 -2.2697 -1.6019
H 1.7536 2.3408 1.3898
H 0.7267 2.3234 -0.0423
H -0.0085 2.2045 1.5690
```

Output
charge = 0
2S+1 = 1
HOMO (spin up / spin down) = -8.364 / -8.362 eV
E_LUMO (spin up / spin down) = -0.7 / -0.7 eV

***

--- ii ---
C5H11NO2 | wB97M-V/def2-TZVPD

```
19
C5H11NO2 | OMol25 | wB97M-V/def2-TZVPD
C -1.0924 -1.8503 1.2975
N -1.3724 -0.4340 1.1807
C -0.5939 0.4685 0.4765
C -0.5029 0.4062 -0.9791
C 0.5716 -0.5758 -0.9340
O -0.0595 1.6931 -1.5277
C -0.1871 1.6466 1.2492
O -0.5403 1.7812 2.3906
H -0.6817 -2.1493 2.2629
H -0.4988 -2.2001 0.4674
H -2.0110 -2.4204 1.1592
H -1.4467 0.0099 2.0936
H 3.0448 0.5030 -2.2539
H -1.4201 0.1087 -1.4918
H 1.5407 -0.3394 -0.5288
H 0.4339 -1.5199 -1.4334
H 3.6616 0.9167 -2.2826
H 0.8078 1.5060 -1.8996
H 0.3463 2.4493 0.7533
```

Output
charge = 0
2S+1 = 1
HOMO = -7.702 eV
E_LUMO = -0.8 eV

***

Which structure is the least stable? The one labeled ii.

***

--- i ---
C5H11NO2 | wB97M-V/def2-TZVPD

```
19
C5H11NO2 | OMol25 | wB97M-V/def2-TZVPD
O 2.7460 -1.3588 -1.7037
C 1.8785 -0.6736 -1.1992
N 0.7290 -1.1855 -0.7284
C -0.4179 -0.4774 -0.1507
C 0.0126 0.5719 0.9095
C -0.3589 2.0225 0.5235
O 0.0736 2.4185 -0.7530
C -1.2842 -1.5276 0.5250
H 1.9843 0.4197 -1.1196
H 0.6437 -2.1610 -0.8107
H -0.9755 -0.0688 -0.9688
H 1.0759 0.5263 0.9775
H -0.4457 0.4207 1.8866
H -1.4282 2.1920 0.6944
H 0.1531 2.6799 1.2340
H 0.1538 1.7015 -1.3734
H -0.7703 -1.9887 1.3624
H -1.5117 -2.3454 -0.1582
H -2.2582 -1.1662 0.8529
```

Output
charge = 0
SMILES = C[C@@H](CCO)NC=O
2S+1 = 1
HOMO = -9.891 eV
E_LUMO = 0.8 eV

***

--- ii ---
C5H11NO2 | wB97M-V/def2-TZVPD

```
19
C5H11NO2 | OMol25 | wB97M-V/def2-TZVPD
C -0.7962 -0.6101 -0.9198
N -1.6653 0.5268 -0.8022
C -2.4836 0.6721 0.2876
O 2.4803 -1.9015 1.6471
O -3.3070 1.5523 0.3078
C 0.5512 -0.6523 -0.4206
C 1.5907 0.4820 -0.6725
C 2.7259 0.3425 0.2597
H 2.1264 -2.4553 2.3562
H -1.1938 -1.3380 -1.6287
H -1.9417 0.8553 -1.7204
H -2.2933 -0.0470 1.1154
H 0.6460 -0.7918 0.7010
H 1.1038 -1.5027 -0.8318
H 0.9554 1.3615 -0.5886
H 1.8569 0.4393 -1.7597
H 2.6329 0.6304 1.2929
H 2.8095 -0.7462 0.3800
H 3.7513 0.5940 -0.0489
```

Output
charge = 0
2S+1 = 1
HOMO = -7.801 eV
E_LUMO = -3.2 eV

***

--- iii ---
C5H11NO2 | wB97M-V/def2-TZVPD

```
19
C5H11NO2 | OMol25 | wB97M-V/def2-TZVPD
C 0.3531 -1.1998 1.1209
C 0.9134 -0.6609 -0.1669
C -0.2243 -0.4073 -1.3591
C 0.2391 0.7099 -0.4566
C -0.7906 1.4015 0.6481
H 1.0662 -1.2428 1.9978
H -0.3773 -2.4822 1.1942
H -0.5328 -0.3303 1.7713
H 2.5885 -0.3190 -1.1675
H 0.2486 -0.3240 -2.4155
H -1.5851 -1.5696 -0.6246
H -2.3718 -0.2297 -0.4067
H -1.8164 1.6938 -0.1840
H -0.0660 2.4843 1.1025
H -1.1610 0.7016 1.3753
H 1.9052 1.7040 0.2105
N -1.6719 -0.8066 -1.2849
O 2.1116 -0.9837 -0.5888
O 1.1716 1.8609 -0.7659
```

Output
charge = 0
2S+1 = 1
HOMO = -8.681 eV
E_LUMO = 0.2 eV

***

Which structure is the least stable? The one labeled iii.